C6H12O | wB97M-V/def2-TZVPD

```
! wB97M-V def2-TZVPD RIJCOSX def2/J DEFGRID3
* xyz 0 1
H -2.847 -0.746 -2.660
H -0.494 -0.367 -0.651
C -0.484 0.580 -0.115
H -1.534 -1.344 -2.802
H 1.781 0.563 -1.974
C 1.309 -1.116 2.994
C 0.451 -0.788 1.779
H 0.006 -1.666 1.315
H -1.471 0.960 0.154
C 0.180 1.627 -0.952
H 1.650 2.297 -2.311
H 0.755 1.267 1.608
O -2.412 -1.622 -2.586
H -0.255 2.620 -0.962
C 0.274 0.387 1.188
H 2.293 -0.724 2.750
C 1.224 1.469 -1.761
H 0.943 -0.596 3.885
H 1.207 -2.167 3.240
*
```

Results
structure (SMILES) = C=CC/C=C/C.O
ΔE to the lowest compared entry with this formula, charge and spin = 189.2 kJ/mol

***

C4H4N2O | wB97M-V/def2-TZVPD

```
! wB97M-V def2-TZVPD RIJCOSX def2/J DEFGRID3
* xyz 0 1
H 3.021 -0.224 0.006
C 2.025 -0.661 -0.095
H -3.279 1.095 0.037
C 0.043 0.650 -0.211
C -2.374 0.462 -0.065
H 2.472 -2.391 0.468
O -2.462 -0.717 -0.333
N 1.676 -1.849 0.143
N 1.102 0.249 -0.635
C -1.114 1.188 0.143
H -1.110 2.198 0.541
*
```

Results
structure (SMILES) = [H]/N=C/N=C=CC=O
ΔE to the lowest compared entry with this formula, charge and spin = 215.9 kJ/mol

***

C26H24IrN7O4 | wB97M-V/def2-TZVPD

```
! wB97M-V def2-TZVPD RIJCOSX def2/J DEFGRID3
* xyz 2 1
H 1.646 4.021 3.527
H -2.011 -4.940 4.320
C -0.537 -1.762 2.711
N 1.070 2.416 0.626
C 3.231 0.677 -1.671
O 2.533 0.503 -0.657
H 0.198 0.414 5.212
C -1.918 2.918 0.046
C -0.920 -2.755 4.858
N 4.533 0.962 -1.535
C 2.655 -3.779 0.140
H 1.931 -5.741 -0.371
N 2.727 0.619 -2.914
H -0.511 -1.514 6.534
C -3.180 3.496 0.047
C -0.521 -1.560 5.456
O -1.811 -4.980 5.265
C 1.712 -4.685 -0.329
H 2.382 5.797 1.956
N -1.734 1.610 -0.051
H -5.294 3.100 -0.041
C -2.580 -0.630 -0.366
H -1.914 -2.909 -0.797
O -1.030 -3.803 6.960
H -0.283 -4.869 -1.116
C 1.463 3.368 -0.208
C -0.126 -0.561 3.298
H 1.375 3.159 -1.266
C 0.234 -2.837 -0.669
C -0.124 -0.478 4.700
C -0.919 -2.850 3.468
Ir 0.348 0.267 0.078
C 0.673 1.611 2.849
C 0.484 -4.204 -0.746
C -2.806 0.831 -0.168
H 1.760 0.376 -3.048
C -1.266 -3.893 5.789
C -1.074 -2.269 -1.112
N 1.136 -1.979 -0.193
H 2.243 5.345 -0.499
H -4.916 0.607 -0.270
H 5.158 1.034 -2.318
C -4.298 2.683 -0.054
H 3.632 -4.106 0.456
N -1.280 -0.934 -0.620
N 0.286 0.456 2.439
C 1.133 2.645 1.949
H 0.689 1.881 3.904
H -0.540 -1.827 1.635
O -3.486 -1.439 -0.329
H -1.097 -2.257 -2.216
C 1.940 4.601 0.220
H -1.178 -3.767 2.952
C 2.018 4.850 1.584
H 4.918 1.033 -0.608
C 1.608 3.860 2.460
H 3.023 -1.704 0.554
C 2.320 -2.438 0.198
H -1.039 3.537 0.117
H 3.308 0.731 -3.726
C -4.108 1.316 -0.172
H -3.266 4.567 0.127
*
```

Results
ΔE to the lowest compared entry with this formula, charge and spin = 528.9 kJ/mol

***

C18H26BrCuFNOP2 | wB97M-V/def2-TZVPD

```
! wB97M-V def2-TZVPD RIJCOSX def2/J DEFGRID3
* xyz 1 2
H -2.021 -1.672 -4.544
H -5.156 0.274 -0.064
C 2.868 0.038 1.650
C -4.356 2.267 -0.340
H 4.113 2.167 0.015
C -0.541 1.430 3.754
H -1.607 1.224 3.848
H 4.539 -0.324 -0.748
H 3.922 0.288 1.786
H 2.940 2.495 -1.280
H 2.334 0.429 3.720
C -3.018 0.321 -0.096
P 0.214 0.315 2.524
C 1.030 -2.920 -3.729
C -1.992 2.326 -0.370
C -0.139 -1.916 -0.311
H 2.787 -1.050 1.731
C -0.124 -2.140 -1.733
C -1.189 -1.957 -3.913
H 0.461 -1.252 4.391
C -0.065 -2.530 -4.481
Cu 0.068 0.122 0.095
H 1.881 -3.378 -4.217
H -0.423 2.465 3.428
C 0.105 -1.310 3.360
F -0.037 -2.721 -5.803
N -1.872 1.011 -0.204
C 2.004 0.716 2.720
H 3.409 -0.237 -2.119
H 0.702 -2.045 2.819
Br -0.387 3.311 -0.496
H -6.268 2.343 -0.336
H -0.066 1.302 4.728
C 3.053 2.167 -0.246
H 0.672 -2.375 0.252
H 2.097 1.803 2.654
H 2.526 2.873 0.394
H -2.919 -0.750 0.046
C -4.269 0.890 -0.156
O -5.513 2.937 -0.421
H -0.929 -1.657 3.362
H -2.084 -1.307 -2.089
P 2.360 0.489 -0.063
H 3.284 -1.562 -0.960
C -1.212 -1.764 -2.546
C 3.511 -0.503 -1.066
C 0.993 -2.721 -2.363
H 1.833 -3.040 -1.756
C -3.185 3.007 -0.444
H -1.105 -1.961 0.198
H -3.225 4.079 -0.583
*
```

Results
ΔE to the lowest compared entry with this formula, charge and spin = 39.6 kJ/mol

***

C5H8O | wB97M-V/def2-TZVPD

```
! wB97M-V def2-TZVPD RIJCOSX def2/J DEFGRID3
* xyz 0 1
H -0.522 -1.335 -1.781
C 0.364 0.433 -0.390
H 0.173 -1.774 -0.194
C 1.688 0.467 0.440
O -1.200 -0.262 1.305
C -1.593 -0.552 -0.027
H -2.634 -0.860 -0.174
C -0.319 -0.981 -0.756
C -1.021 0.751 0.308
H 0.862 1.095 -1.092
H 2.051 1.503 0.609
H 1.557 -0.033 1.387
H -1.596 1.656 0.508
H 2.527 0.029 -0.135
*
```

Results
structure (SMILES) = C[C@H]1C[C@H]2O[C@@H]12
ΔE to the lowest compared entry with this formula, charge and spin = 287.7 kJ/mol

***

C57H43IN4NiP2Se | wB97M-V/def2-TZVPD

```
! wB97M-V def2-TZVPD RIJCOSX def2/J DEFGRID3
* xyz 0 1
H 3.694 5.302 -1.594
H -3.003 3.124 -2.540
H 3.943 -1.847 -1.447
H 0.675 -2.939 -4.250
H -4.636 0.270 0.122
C -2.911 0.815 -5.009
N -3.346 -0.636 1.516
C 2.983 3.770 -0.247
C -0.048 0.602 5.679
C 0.449 -5.061 2.205
C 4.235 -3.130 6.946
C 4.237 -0.713 4.125
C 1.378 -5.312 1.202
C -0.359 -0.524 3.131
C -0.838 1.236 4.729
Ni -0.283 0.463 0.004
H 1.151 0.821 -6.289
C -3.019 4.706 1.371
H 2.459 -4.487 -0.459
C -4.976 0.844 2.555
C -2.372 -1.706 1.556
C 0.810 0.942 -4.145
C 3.416 1.470 -0.893
H 1.205 -1.088 6.088
H -2.546 -2.398 0.723
H -6.381 2.088 3.556
H 3.082 -3.467 2.516
C 0.542 -1.250 -2.993
H -3.607 -0.991 -0.506
H -3.142 -1.581 4.051
H -1.445 3.245 1.202
H -4.424 -0.860 5.952
C -2.713 1.018 -2.218
H -4.752 5.967 1.352
C -5.521 0.654 4.901
C 0.947 -1.105 -5.392
H 3.360 -4.418 4.782
C 4.194 -0.312 -2.947
C -3.632 -0.143 0.183
C 3.611 -3.384 4.589
C 4.081 -2.580 5.626
H -6.037 4.474 -0.146
H 1.421 -2.236 -0.228
C -4.462 3.030 -0.303
C 0.587 -0.586 5.355
C -0.986 0.682 3.468
C -3.878 -0.806 3.898
C 3.603 4.237 -1.424
C 3.604 -0.958 1.775
C 1.140 -3.047 0.435
C -4.602 -0.379 4.998
P -0.597 -1.113 1.404
C 4.251 1.033 -3.163
H -0.857 -3.629 3.100
H -6.079 0.986 5.766
C -4.061 -0.218 2.635
H 0.178 -5.844 2.902
C -2.452 3.523 0.909
C 3.463 -2.854 3.322
N 0.822 2.254 -4.018
C 0.994 0.246 -5.387
H 0.069 1.031 6.666
C 2.854 2.429 -0.003
H 1.075 -1.643 -6.323
H 2.541 4.481 0.439
C 0.716 -1.859 -4.187
C 0.193 -2.784 1.419
C 1.726 -4.301 0.318
C -3.015 2.050 -4.387
C 3.890 1.949 -2.141
H 1.831 -6.291 1.115
H 4.459 0.329 3.935
H -1.346 2.161 4.970
C 4.398 -1.243 5.390
H -1.598 1.189 2.731
C 3.871 -0.788 -1.663
C -2.593 -0.216 -2.862
H -2.375 -1.108 -2.284
H 0.340 -1.793 -2.080
C -0.138 -3.808 2.309
C 3.989 3.342 -2.376
C -2.919 2.150 -3.006
P -2.367 1.091 -0.415
H 0.943 -2.072 3.858
H -5.114 1.386 1.633
H 4.568 1.429 -4.120
C 0.591 0.180 -2.937
C 3.521 0.065 -0.643
H -2.453 5.356 2.025
H 4.756 -0.625 6.202
H 4.447 -1.010 -3.733
H 4.376 3.678 -3.330
H -2.485 -2.286 2.467
H -2.602 -1.290 -4.714
I 1.449 1.901 1.468
C 0.438 -1.143 4.089
C 3.474 -0.486 0.677
N 0.433 0.893 -1.835
C -5.030 4.208 0.152
C -4.308 5.047 0.995
C -5.690 1.261 3.667
H -5.032 2.384 -0.963
C 3.771 -1.513 3.079
H -2.986 0.738 -6.087
C -2.701 -0.321 -4.240
N 4.354 -3.572 8.000
H -3.164 2.945 -4.978
Se 0.511 2.609 -2.313
C -3.167 2.670 0.075
*
```

Results
ΔE to the lowest compared entry with this formula, charge and spin = 0.0 kJ/mol

***

C5H25NO8 | wB97M-V/def2-TZVPD

```
! wB97M-V def2-TZVPD RIJCOSX def2/J DEFGRID3
* xyz 1 2
H 0.208 1.591 1.755
O 1.732 -1.193 -2.695
H 2.019 -0.860 2.874
H 3.416 -0.029 1.843
H -1.331 -1.772 0.449
H 1.247 -1.214 -0.265
O 1.593 0.762 -0.394
H 1.034 -1.214 -3.174
H 2.297 -3.145 -0.913
H -1.581 -1.219 3.920
C -3.155 0.332 -1.432
H -3.052 -0.775 -1.548
O 2.933 -0.755 1.442
H 1.416 -1.654 3.875
H 2.194 -1.806 -3.002
H 1.228 2.774 1.065
H -4.068 0.706 -1.024
H -0.479 -0.649 1.415
O 1.411 -0.756 3.635
C 0.250 1.381 -0.400
O -1.823 3.095 -2.154
O 0.388 -1.690 -0.325
H -3.019 0.781 -2.555
N -2.110 1.001 -0.624
C 0.246 2.198 0.865
H -0.470 3.022 0.819
H -2.258 3.592 -1.578
H 1.916 0.778 -1.205
H -0.647 -0.035 -1.657
C -0.848 0.325 -0.607
O 1.723 -3.585 -1.571
H 0.214 1.990 -1.328
H 2.551 -0.295 0.692
C -0.620 -0.940 0.369
H -0.938 2.767 -1.838
O -1.490 -0.705 3.191
H 0.884 -3.376 -1.253
H -2.423 1.147 0.340
H -0.588 -0.572 2.994
*
```

Results
ΔE to the lowest compared entry with this formula, charge and spin = 433.9 kJ/mol

***

C3H7O4S2 | wB97M-V/def2-TZVPD

```
! wB97M-V def2-TZVPD RIJCOSX def2/J DEFGRID3
* xyz -1 1
O 0.537 1.981 -0.106
H 0.204 -0.759 -3.247
C -0.136 -0.796 -2.239
O 0.908 -0.766 0.069
O 2.361 -1.640 -1.810
H 0.504 1.789 2.620
O -1.624 1.564 1.178
S 1.049 -1.739 -1.128
S -0.173 0.923 0.558
H 1.284 0.063 2.222
H -0.315 0.171 -1.726
H -1.944 -0.576 0.854
C 0.434 0.696 2.295
H -1.016 -1.345 -2.483
C -1.840 0.383 0.250
H -0.232 0.051 2.692
*
```

Results
ΔE to the lowest compared entry with this formula, charge and spin = 643.5 kJ/mol

***

C2H5NO | wB97M-V/def2-TZVPD

```
! wB97M-V def2-TZVPD RIJCOSX def2/J DEFGRID3
* xyz 0 1
C 1.648 -0.680 0.072
H -2.426 -0.170 -0.009
N 1.702 -0.053 -0.969
H -1.812 1.403 0.572
O 1.458 -1.252 1.074
H 2.535 0.080 -1.517
H -1.030 -0.111 1.099
H -0.855 0.447 -0.590
C -1.531 0.392 0.268
*
```

Results
structure (SMILES) = N=C=O.C
ΔE to the lowest compared entry with this formula, charge and spin = 58.8 kJ/mol

***

C11H14BF4N2O5P | wB97M-V/def2-TZVPD

```
! wB97M-V def2-TZVPD RIJCOSX def2/J DEFGRID3
* xyz 0 1
H 1.871 3.250 0.344
C 3.862 1.353 -1.459
C -0.270 -1.303 -0.254
F 0.699 4.535 -1.374
C 4.327 2.023 -2.746
C -1.205 -4.296 1.309
C -5.096 -0.764 1.288
H 1.273 -2.534 1.689
C -2.810 -1.718 2.294
C -2.941 -1.730 0.900
C -3.859 -1.243 3.058
N -5.032 -0.773 2.622
H 3.173 0.527 -1.668
H -6.012 -0.360 0.866
H 0.521 -1.826 -0.804
C -4.135 -1.206 0.399
F 2.830 4.641 -1.690
H 3.495 2.233 -3.414
H -4.310 -1.150 -0.666
H -3.726 -1.245 4.136
O 0.328 0.355 1.593
O 3.345 2.229 -0.484
O -1.161 -4.614 2.399
P -1.667 -2.348 -0.164
H 4.835 2.963 -2.533
N -1.218 -3.915 0.134
C 1.781 3.783 -1.667
O 1.114 1.683 -0.771
O 0.645 -1.929 2.099
H -0.528 -0.403 -0.826
C 1.966 2.673 -0.599
H 4.742 0.905 -0.988
F -2.287 -2.375 -1.570
B 0.272 -0.911 1.221
H 0.472 0.871 0.759
F 1.615 3.345 -2.927
H 5.010 1.362 -3.287
H -1.916 -2.088 2.778
*
```

Results
total energy = -1679.03532 Ha

***

C50H58F6N5O6S2ScSi | wB97M-V/def2-TZVPD

```
! wB97M-V def2-TZVPD RIJCOSX def2/J DEFGRID3
* xyz 0 1
H -0.614 -5.457 6.173
H 5.278 -0.659 2.913
C -2.111 2.570 4.660
C -0.455 -1.333 4.754
H 2.913 -3.089 1.553
F -3.749 -3.761 -3.948
H -2.246 -5.386 5.520
H 0.900 4.022 5.116
C -2.805 -2.827 -3.901
H 2.309 4.464 -1.082
N 1.449 0.838 -2.689
O -3.278 0.542 -0.980
C 0.873 1.403 -3.699
C 3.138 -3.812 -1.912
H -0.808 -4.920 3.360
C -0.365 0.021 5.413
C 0.088 3.508 4.616
C -5.058 0.469 -2.950
C -1.573 4.872 -0.315
C 4.631 -0.240 2.145
C -2.465 5.899 -0.587
C -1.124 2.647 -4.582
C 5.075 1.273 -2.183
H 6.677 0.193 -3.120
C 0.176 -3.345 1.531
C -0.724 -3.911 3.750
H 5.206 0.420 1.499
C 2.622 -1.781 -0.704
H -0.051 -2.911 -2.360
C 0.336 -0.488 2.579
H 2.506 -1.818 2.719
Sc -0.493 0.015 -0.998
H 2.000 -1.381 -6.720
H 3.834 0.336 2.611
F -1.649 -3.364 -4.304
F -5.482 1.712 -2.745
H 0.546 3.109 0.519
C 2.838 0.638 -2.833
C 0.208 3.146 3.280
C 1.276 -1.729 -1.140
O -1.616 -1.138 -2.330
C -1.035 -3.668 5.084
H -1.189 3.531 6.346
C 2.494 -1.150 -4.619
C 4.749 -0.465 -3.795
H -0.780 2.890 -5.576
C -3.816 5.737 -0.318
C 2.586 -0.716 -6.087
C -1.459 -4.792 5.984
C -0.881 -2.376 5.562
C 3.138 2.461 -1.103
H -4.371 -0.590 2.330
H 1.900 3.533 -2.521
H 3.811 -0.038 -0.289
H 3.899 2.709 -0.356
C 3.369 -0.304 -3.728
C 3.536 -2.755 -1.117
H -3.153 0.389 1.621
N -3.461 -0.528 1.907
H -5.322 4.386 0.392
H 1.447 1.642 -4.597
H -0.521 5.011 -0.540
H 3.532 4.199 -2.340
O -2.042 -1.350 0.392
F -4.118 0.474 -3.887
H -3.087 3.658 -4.362
H -1.817 -4.415 6.940
S -2.587 -2.214 -2.161
O 0.363 -0.395 1.360
H -3.324 -3.552 0.575
H -3.312 -3.272 2.334
C -2.281 2.460 -2.689
F -6.085 -0.272 -3.376
H 0.449 -4.401 1.544
N -1.171 1.737 -2.479
H -1.367 0.369 5.667
C -1.081 3.234 5.311
H -2.812 1.728 2.848
C -4.266 4.531 0.199
C 1.815 -3.848 -2.320
N 4.024 -1.319 1.340
H 2.213 0.301 -6.221
N -4.042 -1.737 -1.837
H 1.006 -2.757 1.156
H 2.820 -2.188 -4.540
H 0.088 0.797 4.807
H 4.017 -2.743 2.899
H 4.591 -2.685 -0.850
H 3.846 -4.572 -2.218
O -5.540 -0.288 -0.510
C 0.948 -2.824 -1.971
H 2.273 2.032 -0.592
O -2.186 -3.406 -1.487
C 3.165 -0.732 0.243
C -0.268 -2.917 2.900
C 3.701 1.437 -2.060
H 5.738 1.903 -1.598
H 3.622 -0.742 -6.429
C -3.631 -2.879 1.367
C -0.827 2.514 2.584
H 1.466 -4.664 -2.943
C -3.365 3.510 0.464
H -3.027 2.339 5.191
C 3.317 -2.306 2.188
H 1.459 -1.104 -4.283
C -0.442 1.856 -3.644
C -1.996 3.661 0.233
H -1.096 -2.169 6.605
H -3.026 2.584 -1.924
C -2.302 3.034 -3.965
H -2.109 6.831 -1.010
H -4.717 -2.786 1.361
H -4.517 6.537 -0.524
Si -0.725 2.281 0.652
C 2.694 3.747 -1.807
C -2.999 -1.533 1.154
H 5.157 -1.220 -4.459
F -3.130 -1.844 -4.733
H 0.717 0.379 3.132
H -0.610 -3.222 0.790
H 4.757 -1.828 0.846
H -3.755 2.567 0.833
C -0.161 -1.585 3.391
H 1.123 3.392 2.751
C -1.976 2.217 3.324
S -4.402 -0.269 -1.378
H 0.195 -0.056 6.346
H 2.345 -0.186 0.697
C 5.604 0.318 -3.040
*
```

Results
ΔE to the lowest compared entry with this formula, charge and spin = 425.3 kJ/mol